[1]
Below is C4H9N3O in the gas phase at a distorted geometry, with properties calculated with wB97M-V/def2-TZVPD.

Positions of all 17 atoms, in Å:
O: -0.88979 -2.52688 0.18235
N: 1.38233 -1.08203 0.74534
N: -2.06098 1.63234 0.05649
N: 1.18992 1.65355 -0.19578
C: 0.12498 0.69716 -0.55217
C: -1.04185 0.91669 0.40165
C: 0.63124 -0.76087 -0.50182
C: -0.53779 -1.72427 -0.67670
H: 0.77310 2.55740 0.02677
H: 1.66119 1.30695 0.64364
H: -0.97571 0.48680 1.41569
H: -1.06878 -1.65565 -1.64308
H: -0.22078 0.93227 -1.56598
H: 1.73073 -2.04058 0.65351
H: 0.71478 -1.15522 1.51619
H: -2.72840 1.69174 0.83587
H: 1.31581 -0.92939 -1.34199

Atoms 1-3, force components in eV/Å:
O 0.6 1.3 -1.5
N -0.5 0.1 -0.5
N 1.2 -1.0 0.5

The energy comes out at -10810.7364 eV. The SMILES is [H]/N=C/[C@@H](N)[C@@H](N)C=O. The frontier orbital gap is 0.3807 Eh. The value obtained for the largest force on an atom is 2.0 eV/A.

Charges computed using Mulliken, reported in e: atom 1 (O): -0.491, atom 2 (N): -0.711, atom 3 (N): -0.616, atom 4 (N): -0.656, atom 5 (C): 0.006, atom 6 (C): -0.264, atom 7 (C): -0.078, atom 8 (C): -0.056, atom 9 (H): 0.306, atom 10 (H): 0.315, atom 11 (H): 0.360, atom 12 (H): 0.388, atom 13 (H): 0.230, atom 14 (H): 0.270, atom 15 (H): 0.266, atom 16 (H): 0.266, atom 17 (H): 0.465


[2]
Below is C34H35F9OP3Pt as an isolated structure at a distorted geometry, with properties calculated with wB97M-V/def2-TZVPD.

Positions of all 83 atoms, in Å:
Pt: 0.35219 -0.63564 0.00173
P: -2.10817 1.62911 -0.43485
P: 2.36772 -1.54112 -0.18993
P: -0.83745 -1.67837 -1.54514
F: 4.06911 -2.49509 -6.45975
F: 5.98055 -1.74181 -5.78262
F: 2.60307 4.21731 3.00398
F: 3.08801 2.96956 4.70454
F: 3.79143 -6.48065 3.99232
F: 2.89323 -7.66811 2.42234
F: 4.43625 -0.36446 -6.41863
F: 4.97703 -7.09949 2.29353
F: 4.66037 3.65680 3.38458
O: -0.70281 1.51949 0.34754
C: 2.74604 0.82123 3.08121
C: 4.47725 -2.50558 -3.49798
C: -2.83982 3.25646 -0.51218
C: 4.31764 -4.37937 1.90685
C: 3.20652 2.01535 2.55116
C: -0.01984 -2.84036 -2.64785
C: -2.24316 -2.61603 -0.88939
C: -0.39558 1.95022 1.79029
C: 3.09106 -1.51328 -1.80776
C: 2.51842 -0.25502 2.23558
C: 3.95673 -2.53035 -2.21328
C: 4.67163 -1.51083 -5.78183
C: -1.44747 -0.50880 -3.94045
C: -1.73686 0.47713 -4.87703
C: 3.47586 2.14899 1.18632
C: 3.38722 -5.41131 1.95369
C: -3.32056 0.59764 0.38540
C: 3.27971 -0.45291 -3.95843
C: -1.99375 1.76042 -4.44566
C: -0.67259 0.77087 2.71696
C: 3.40705 3.23008 3.44087
C: -1.43945 -0.27123 -2.57030
C: 1.79568 -4.07928 0.75919
C: 3.99030 -3.19084 1.28042
C: 2.72386 -3.04239 0.70276
C: 2.76886 -0.12856 0.85939
C: -1.11889 3.21101 2.17886
C: -1.76554 1.04339 -2.11817
C: 3.25563 1.08603 0.33850
C: 2.12921 -5.26835 1.38791
C: 4.13165 -1.47627 -4.36173
C: -2.01212 2.02228 -3.08313
C: 3.76607 -6.69586 2.67474
C: 2.75130 -0.47246 -2.68162
H: -3.15747 3.54541 0.48734
H: -1.14224 1.10766 3.64077
H: 0.39507 -3.65400 -2.04924
H: -0.93420 4.03316 1.48938
H: -2.18145 3.04824 2.34673
H: 0.80248 -3.95616 0.34479
H: -1.74316 0.22994 -5.92981
H: 5.29281 -4.50791 2.35815
H: 5.15118 -3.28555 -3.82750
H: 2.18536 -1.20222 2.64386
H: -0.70442 3.51599 3.14206
H: 2.57601 0.72902 4.14540
H: -0.76410 -3.27236 -3.31860
H: 4.22014 -3.33757 -1.54229
H: 2.06597 0.30901 -2.37037
H: 3.03732 0.34695 -4.64396
H: 3.86663 3.08280 0.80261
H: -1.36735 0.06334 2.26701
H: -2.19731 2.55820 -5.14634
H: 0.66615 2.14955 1.67433
H: 0.23810 0.24232 2.98969
H: -2.73430 -3.14426 -1.70991
H: -1.90250 -3.35368 -0.16259
H: 3.48761 1.18183 -0.71372
H: -2.16170 4.01435 -0.90127
H: 4.71857 -2.38880 1.24350
H: -1.21128 -1.49162 -4.32330
H: -3.76349 1.12990 1.22770
H: 0.78259 -2.37296 -3.21828
H: -2.24263 3.03603 -2.79248
H: -2.86430 -0.31665 0.75317
H: 1.41675 -6.07934 1.44521
H: -4.12270 0.34682 -0.31182
H: -2.97196 -1.96368 -0.42302
H: -3.72826 3.19175 -1.14298

Atoms 1-3, force components in eV/Å:
Pt 1.2 0.7 0.3
P 0.1 -0.5 -0.4
P -0.3 -0.4 0.3

Its charge is +3. The energy comes out at -93422.0164 eV. The frontier orbital gap is 0.2739 Eh. The value obtained for the largest force on an atom is 1.4 eV/A.

Charges computed using Mulliken, reported in e: atom 1 (Pt): 1.892, atom 2 (P): 1.447, atom 3 (P): 0.923, atom 4 (P): 1.017, atom 5 (F): -0.237, atom 6 (F): -0.231, atom 7 (F): -0.236, atom 8 (F): -0.264, atom 9 (F): -0.227, atom 10 (F): -0.258, atom 11 (F): -0.258, atom 12 (F): -0.235, atom 13 (F): -0.229, atom 14 (O): -0.778, atom 15 (C): -0.472, atom 16 (C): -1.200, atom 17 (C): -1.698, atom 18 (C): -1.046, atom 19 (C): 0.122, atom 20 (C): -1.469, atom 21 (C): -1.059, atom 22 (C): 1.728, atom 23 (C): 1.148, atom 24 (C): -0.969, atom 25 (C): -0.545, atom 26 (C): 0.752, atom 27 (C): -0.665, atom 28 (C): -1.002, atom 29 (C): -1.010, atom 30 (C): 0.090, atom 31 (C): -1.090, atom 32 (C): -0.949, atom 33 (C): -1.091, atom 34 (C): -0.827, atom 35 (C): 0.725, atom 36 (C): 0.431, atom 37 (C): -0.381, atom 38 (C): -0.142, atom 39 (C): 0.130, atom 40 (C): -0.221, atom 41 (C): -1.979, atom 42 (C): 0.351, atom 43 (C): -0.530, atom 44 (C): -0.766, atom 45 (C): 0.059, atom 46 (C): -0.705, atom 47 (C): 0.728, atom 48 (C): -0.286, atom 49 (H): 0.482, atom 50 (H): 0.526, atom 51 (H): 0.356, atom 52 (H): 0.411, atom 53 (H): 0.467, atom 54 (H): 0.196, atom 55 (H): 0.481, atom 56 (H): 0.468, atom 57 (H): 0.483, atom 58 (H): 0.605, atom 59 (H): 0.552, atom 60 (H): 0.589, atom 61 (H): 0.714, atom 62 (H): 0.466, atom 63 (H): 0.319, atom 64 (H): 0.582, atom 65 (H): 0.522, atom 66 (H): 0.081, atom 67 (H): 0.490, atom 68 (H): -0.633, atom 69 (H): 0.075, atom 70 (H): 0.495, atom 71 (H): 0.331, atom 72 (H): 0.539, atom 73 (H): 0.492, atom 74 (H): 0.606, atom 75 (H): 0.413, atom 76 (H): 0.462, atom 77 (H): 0.433, atom 78 (H): 0.454, atom 79 (H): 0.183, atom 80 (H): 0.560, atom 81 (H): 0.443, atom 82 (H): 0.318, atom 83 (H): 0.551


Respective relative energy (zero: lowest compared OMol25 entry of this formula, charge and spin) values: 1.725 0.000 eV.